The following is a DFT calculation (ωB97M-V/def2-TZVPD) of a cluster of 2 separate species, C5H10O4 in total in a non-equilibrium geometry.

Properties
spin multiplicity = 1
LUMO energy = 0.015 hartree
structure (SMILES) = O=CCCCC(=O)O.O
ΔE to the lowest compared entry with this formula, charge and spin = 40.5 kcal/mol
frontier orbital gap = 10.717 eV

Each atom is followed by the atoms it is bonded to, with distances in Å.
Atoms and positions in Å:
1 O -0.364 3.280 -0.845  C13 1.209
2 H -1.124 -0.683 2.723  O10 0.935
3 O 0.971 -1.962 1.337  C11 1.373, H18 1.057
4 C -0.255 0.074 -1.436  H7 1.059, C12 1.591, H14 1.149, C17 1.540
5 H -2.445 -0.057 2.556  O10 0.990
6 O 0.880 -2.650 -0.780  C11 1.213
7 H -0.126 -0.666 -2.182  C4 1.059
8 H 1.805 0.899 -1.209  C17 1.115
9 H 0.820 2.314 0.407  C13 1.081
10 O -1.829 -0.384 3.259  H2 0.935, H5 0.990
11 C 0.552 -1.817 0.037  O3 1.373, O6 1.213, C12 1.504
12 C -0.266 -0.555 0.025  C4 1.591, C11 1.504, H15 1.153, H16 1.057
13 C 0.428 2.401 -0.597  O1 1.209, H9 1.081, C17 1.503
14 H -1.313 0.511 -1.536  C4 1.149
15 H -1.374 -0.791 0.240  C12 1.153
16 H 0.198 0.159 0.652  C12 1.057
17 C 0.770 1.223 -1.466  C4 1.540, H8 1.115, C13 1.503, H19 1.150
18 H 1.728 -2.697 1.405  O3 1.057
19 H 0.944 1.401 -2.589  C17 1.150

natural (NBO) atomic charge list, values in e, 8 entries: atom 1 (O): -0.49, atom 2 (H): 0.46, atom 3 (O): -0.72, atom 4 (C): -0.37, atom 5 (H): 0.46, atom 6 (O): -0.58, atom 7 (H): 0.24, atom 8 (H): 0.22


The following is a DFT calculation (ωB97M-V/def2-TZVPD) of a cluster of 2 separate species, C5H10OP2 in total in a non-equilibrium geometry.

Properties
spin multiplicity = 1
LUMO energy (spin up / spin down) = -0.010 / -0.011 hartree
ΔE to the lowest compared entry with this formula, charge and spin = 95.7 kcal/mol
frontier orbital gap (spin up / spin down) = 7.188 / 7.238 eV

Each atom is followed by the atoms it is bonded to, with distances in Å.
Atoms and positions in Å:
1 O 1.278 -0.559 0.805  P2 1.626, P17 1.583
2 P 0.856 -2.093 1.142  O1 1.626, C10 1.846
3 H -1.296 1.830 0.595  C12 1.135
4 H -2.880 -1.815 0.783  C16 1.100
5 H 0.512 -3.318 -0.806  C10 1.074
6 H -1.774 1.902 -1.042  C12 1.052
7 H 2.104 -3.653 -0.018  C10 1.104
8 H 1.062 2.223 -0.892  C14 1.066
9 H 1.664 -2.124 -1.072  C10 1.030
10 C 1.420 -2.889 -0.426  P2 1.846, H5 1.074, H7 1.104, H9 1.030
11 H 2.381 2.832 0.082  C14 1.129
12 C -2.178 1.667 -0.100  H3 1.135, H6 1.052, C13 1.426, H18 1.181
13 C -2.633 0.338 0.147  C12 1.426, C16 1.197
14 C 1.812 1.901 -0.205  H8 1.066, H11 1.129, H15 1.049, P17 1.873
15 H 2.404 1.225 -0.746  C14 1.049
16 C -2.968 -0.771 0.449  H4 1.100, C13 1.197
17 P 1.357 0.932 1.331  O1 1.583, C14 1.873
18 H -3.123 2.371 -0.028  C12 1.181

natural (NBO) atomic charge list, values in e, 8 entries: atom 1 (O): -1.08, atom 2 (P): 0.82, atom 3 (H): 0.25, atom 4 (H): 0.24, atom 5 (H): 0.23, atom 6 (H): 0.23, atom 7 (H): 0.24, atom 8 (H): 0.23


The following is a DFT calculation (ωB97M-V/def2-TZVPD) of an isolated molecule of C5H10OS in a non-equilibrium geometry.

Properties
spin multiplicity = 1
LUMO energy = 0.031 hartree
structure (SMILES) = CSCCCC=O
ΔE to the lowest compared entry with this formula, charge and spin = 24.9 kcal/mol
frontier orbital gap = 9.416 eV

Each atom is followed by the atoms it is bonded to, with distances in Å.
Atoms and positions in Å:
1 C -0.933 -1.094 2.222  C7 1.490, O13 1.207, H17 1.104
2 S 0.064 -0.647 -2.041  C6 1.796, C12 1.836
3 H -1.659 0.027 0.372  C7 1.095
4 C 0.442 0.228 0.621  C6 1.492, C7 1.553, H8 1.093, H14 1.089
5 H 0.089 1.276 -3.531  C12 1.084
6 C 0.884 -0.717 -0.445  S2 1.796, C4 1.492, H15 1.102, H16 1.102
7 C -0.972 0.013 1.225  C1 1.490, H3 1.095, C4 1.553, H11 1.078
8 H 1.112 0.172 1.484  C4 1.093
9 H -0.706 1.585 -1.948  C12 1.086
10 H 1.082 1.533 -2.075  C12 1.088
11 H -1.250 0.920 1.737  C7 1.078
12 C 0.143 1.139 -2.457  S2 1.836, H5 1.084, H9 1.086, H10 1.088
13 O -0.459 -2.192 2.062  C1 1.207
14 H 0.555 1.246 0.253  C4 1.089
15 H 0.859 -1.799 -0.238  C6 1.102
16 H 1.979 -0.831 -0.500  C6 1.102
17 H -1.230 -0.859 3.259  C1 1.104

natural (NBO) atomic charge list, values in e, 8 entries: atom 1 (C): 0.44, atom 2 (S): 0.19, atom 3 (H): 0.25, atom 4 (C): -0.40, atom 5 (H): 0.23, atom 6 (C): -0.58, atom 7 (C): -0.53, atom 8 (H): 0.21


The following is a DFT calculation (ωB97M-V/def2-TZVPD) of an isolated molecule of C5H10OS in a non-equilibrium geometry.

Properties
spin multiplicity = 1
LUMO energy = 0.033 hartree
structure (SMILES) = O[C@H]1CCCSC1
ΔE to the lowest compared entry with this formula, charge and spin = 0.5 kcal/mol
frontier orbital gap = 9.597 eV

Each atom is followed by the atoms it is bonded to, with distances in Å.
Atoms and positions in Å:
1 H -1.824 -1.027 0.371  C3 1.084
2 C 0.022 1.044 0.124  H11 1.098, C14 1.545, C15 1.567, H16 1.066
3 C -1.175 -1.110 -0.494  H1 1.084, H6 1.071, S9 1.862, C14 1.534
4 H -1.575 1.964 -1.603  O5 0.986
5 O -1.882 1.055 -1.372  H4 0.986, C14 1.441
6 H -1.692 -1.617 -1.283  C3 1.071
7 H 1.975 0.164 -0.318  C15 1.087
8 H 2.103 -1.452 1.483  C12 1.117
9 S 0.294 -2.138 0.008  C3 1.862, C12 1.833
10 H -0.057 0.168 -1.851  C14 1.107
11 H 0.312 2.055 -0.190  C2 1.098
12 C 1.115 -1.013 1.201  H8 1.117, S9 1.833, H13 1.118, C15 1.510
13 H 0.504 -0.853 2.123  C12 1.118
14 C -0.735 0.275 -0.982  C2 1.545, C3 1.534, O5 1.441, H10 1.107
15 C 1.349 0.331 0.554  C2 1.567, H7 1.087, C12 1.510, H17 1.093
16 H -0.603 1.158 0.981  C2 1.066
17 H 1.868 0.996 1.249  C15 1.093

natural (NBO) atomic charge list, values in e, 8 entries: atom 1 (H): 0.22, atom 2 (C): -0.42, atom 3 (C): -0.52, atom 4 (H): 0.47, atom 5 (O): -0.73, atom 6 (H): 0.24, atom 7 (H): 0.20, atom 8 (H): 0.24


The following is a DFT calculation (ωB97M-V/def2-TZVPD) of an isolated molecule of C5H10OS in a non-equilibrium geometry.

Properties
spin multiplicity = 1
LUMO energy = 0.028 hartree
structure (SMILES) = CC[C@@H](C)C(=O)S
ΔE to the lowest compared entry with this formula, charge and spin = 2.9 kcal/mol
frontier orbital gap = 10.440 eV

Each atom is followed by the atoms it is bonded to, with distances in Å.
Atoms and positions in Å:
1 C -0.131 0.961 -0.900  H5 1.089, C6 1.528, H14 1.070, C17 1.500
2 C -0.631 -1.426 -0.241  H4 1.087, C6 1.525, H7 1.111, H11 1.081
3 H 1.846 0.290 -0.423  C17 1.144
4 H -0.868 -1.572 -1.292  C2 1.087
5 H -0.793 1.011 -1.764  C1 1.089
6 C -0.803 0.045 0.122  C1 1.528, C2 1.525, C8 1.566, H12 1.090
7 H 0.385 -1.766 0.050  C2 1.111
8 C -0.168 0.385 1.512  C6 1.566, S13 1.829, O16 1.159
9 H 1.766 1.361 -1.916  C17 1.117
10 H 0.241 -0.224 3.643  S13 1.311
11 H -1.356 -1.996 0.324  C2 1.081
12 H -1.839 0.371 0.214  C6 1.090
13 S -0.121 -1.028 2.673  C8 1.829, H10 1.311
14 H -0.089 1.928 -0.442  C1 1.070
15 H 1.200 -0.343 -2.064  C17 1.141
16 O 0.124 1.451 1.860  C8 1.159
17 C 1.237 0.551 -1.356  C1 1.500, H3 1.144, H9 1.117, H15 1.141

natural (NBO) atomic charge list, values in e, 8 entries: atom 1 (C): -0.41, atom 2 (C): -0.63, atom 3 (H): 0.20, atom 4 (H): 0.22, atom 5 (H): 0.20, atom 6 (C): -0.32, atom 7 (H): 0.22, atom 8 (C): 0.50


The following is a DFT calculation (ωB97M-V/def2-TZVPD) of an isolated molecule of C5H10OS2 in a non-equilibrium geometry.

Properties
spin multiplicity = 3
LUMO energy (spin up / spin down) = 0.020 / -0.104 hartree
ΔE to the lowest compared entry with this formula, charge and spin = 43.7 kcal/mol
frontier orbital gap (spin up / spin down) = 5.717 / 5.684 eV
⟨S²⟩ = 2.014

Each atom is followed by the atoms it is bonded to, with distances in Å.
Atoms and positions in Å:
1 H 2.149 1.038 -2.574  C15 1.167
2 H -0.472 0.830 2.505  C6 1.060
3 H -2.114 -1.214 1.856  C14 1.086
4 S -0.936 0.065 0.320  C6 1.814, O10 1.456, C13 1.809, C14 1.748
5 H 2.618 1.854 -0.955  C15 1.072
6 C -0.049 1.051 1.558  H2 1.060, S4 1.814, H7 1.115, H18 1.130
7 H 1.013 0.746 1.411  C6 1.115
8 S 2.010 -0.359 -0.380  C13 1.727, C15 1.911
9 H -3.103 -0.778 0.371  C14 1.055
10 O -1.163 1.021 -0.755  S4 1.456
11 H 0.938 1.429 -1.124  C15 1.040
12 H 0.482 -2.985 -1.337  C16 1.075
13 C 0.404 -0.985 -0.294  S4 1.809, S8 1.727, C16 1.390
14 C -2.399 -0.488 1.101  H3 1.086, S4 1.748, H9 1.055
15 C 1.905 1.223 -1.447  H1 1.167, H5 1.072, S8 1.911, H11 1.040
16 C -0.042 -2.148 -0.912  H12 1.075, C13 1.390, H17 1.102
17 H -1.070 -2.443 -0.648  C16 1.102
18 H -0.171 2.145 1.304  C6 1.130

natural (NBO) atomic charge list, values in e, 8 entries: atom 1 (H): 0.23, atom 2 (H): 0.23, atom 3 (H): 0.21, atom 4 (S): 1.65, atom 5 (H): 0.21, atom 6 (C): -0.83, atom 7 (H): 0.27, atom 8 (S): 0.30